1.
DFT (ωB97M-V/def2-TZVPD) results for a cluster of 2 separate species, C3H3NO2 in total in a non-equilibrium geometry.

Bonds (Å) are listed after each position.
Positions of all 9 atoms, in Å:
1 O 0.33 1.63 -1.14  C4 1.388, H9 0.966
2 H -0.23 -1.36 1.60  H5 0.743
3 C -1.00 0.21 0.13  C4 1.333, O6 1.166
4 C 0.20 0.47 -0.39  O1 1.388, C3 1.333, C8 1.424
5 H -0.38 -1.82 1.03  H2 0.743
6 O -2.13 0.13 0.43  C3 1.166
7 N 2.38 -0.85 -0.01  C8 1.160
8 C 1.39 -0.28 -0.17  C4 1.424, N7 1.160
9 H -0.55 1.89 -1.46  O1 0.966

- energy above the lowest of the compared OMol25 structures with the same formula, charge and spin (eV) = 3.862
- SMILES = N#CC(O)=C=O.[H][H]
- lowest unoccupied orbital energy (hartree) = -0.0194
- charge = 0
- frontier orbital gap (eV) = 8.81

Results of the Löwdin charge analysis, in e, for atoms 1 through 2: 0.05 0.09

2.
DFT (ωB97M-V/def2-TZVPD) results for an isolated molecule of C3H3NO2 in a non-equilibrium geometry.

Bonds (Å) are listed after each position.
Positions of all 9 atoms, in Å:
1 H 1.94 -1.82 0.30  C3 1.104
2 O 2.11 -0.19 -0.88  C3 1.210
3 C 1.53 -0.87 -0.08  H1 1.104, O2 1.210, C7 1.467
4 O -2.23 1.38 -0.42  H6 0.966, N8 1.397
5 C -0.29 0.67 0.19  C7 1.312, N8 1.223
6 H -2.22 0.58 -0.96  O4 0.966
7 C 0.26 -0.46 0.54  C3 1.467, C5 1.312, H9 1.085
8 N -0.92 1.70 -0.06  O4 1.397, C5 1.223
9 H -0.18 -1.00 1.38  C7 1.085

- energy above the lowest of the compared OMol25 structures with the same formula, charge and spin (eV) = 4.555
- SMILES = O=CC=C=NO
- lowest unoccupied orbital energy (hartree) = -0.0213
- charge = 0
- frontier orbital gap (eV) = 9.64

Results of the Löwdin charge analysis, in e, for atoms 1 through 2: 0.12 0.05